1.
Entry from the OMol25 dataset: 5 unconnected molecules or ions with the total composition C22H52NO8 in a non-equilibrium geometry (the ωB97M-V functional and the def2-TZVPD basis).

Calculated values
Kohn-Sham gap, hartree: 0.2173
HOMO level, eV: -4.0266
Net charge: -1
Total energy, Ha: -1525.9948

Each line ends with the Mulliken charge.
Atoms and positions in Å:
C  -1.12  3.71  -3.56  -1.0591
C  -1.18  4.64  -2.36  -0.1024
O  -2.00  5.78  -2.63  -0.4424
C  -3.36  5.52  -2.32  -0.0031
C  -4.19  6.64  -2.94  -0.6752
O  -5.52  6.27  -3.19  -0.2455
N  -6.21  5.90  -2.00  -0.4368
C  -6.22  4.44  -1.82  -0.5435
C  -6.26  3.65  -3.16  0.6350
O  -7.18  3.90  -3.95  -0.7292
O  -5.33  2.82  -3.28  -0.7470
H  -2.08  3.22  -3.74  0.2660
H  -0.37  2.94  -3.38  0.3488
H  -0.87  4.28  -4.46  0.2712
H  -1.59  4.13  -1.49  0.2736
H  -0.18  5.02  -2.14  0.2543
H  -3.68  4.55  -2.72  0.1712
H  -3.48  5.50  -1.23  0.2243
H  -4.10  7.56  -2.35  0.2887
H  -3.75  6.86  -3.92  0.3216
H  -5.79  6.36  -1.20  0.3089
H  -5.32  4.11  -1.31  0.2410
H  -7.08  4.16  -1.21  0.3771
C  2.77  4.79  1.35  -1.0991
C  1.77  3.71  0.98  -0.3086
O  1.91  3.22  -0.34  -0.3691
C  3.15  2.62  -0.66  -0.5303
C  3.50  1.41  0.20  -0.8249
H  2.70  5.63  0.65  0.2915
H  2.56  5.16  2.36  0.3978
H  3.80  4.43  1.33  0.2663
H  0.76  4.12  1.03  0.3659
H  1.81  2.89  1.70  0.2857
H  3.96  3.36  -0.62  0.3150
H  3.06  2.31  -1.70  0.3179
H  3.61  1.67  1.25  0.3197
H  4.43  0.97  -0.14  0.3448
H  2.71  0.66  0.12  0.2267
C  4.07  -2.77  -3.58  -1.0239
C  5.10  -1.94  -2.85  -0.3500
O  4.65  -1.41  -1.62  -0.4019
C  4.23  -2.35  -0.65  0.0820
C  5.32  -3.32  -0.22  -1.2586
H  3.17  -2.19  -3.76  0.2750
H  4.47  -3.10  -4.54  0.4102
H  3.78  -3.66  -3.02  0.2429
H  5.37  -1.07  -3.45  0.3391
H  6.03  -2.51  -2.70  0.2885
H  3.35  -2.89  -0.99  0.0673
H  3.92  -1.76  0.21  0.3175
H  5.66  -3.95  -1.04  0.2897
H  4.95  -3.98  0.57  0.4078
H  6.19  -2.78  0.17  0.3257
C  -1.01  -4.28  -2.52  -1.0698
C  -0.10  -4.98  -1.52  -0.3293
O  0.57  -4.10  -0.64  -0.4144
C  -0.25  -3.29  0.18  -0.4503
C  -1.17  -4.07  1.10  -0.9264
H  -0.45  -3.56  -3.11  0.2669
H  -1.45  -5.02  -3.20  0.4016
H  -1.83  -3.75  -2.03  0.2850
H  0.69  -5.51  -2.05  0.3499
H  -0.66  -5.74  -0.96  0.2944
H  -0.83  -2.58  -0.43  0.3362
H  0.44  -2.69  0.78  0.3132
H  -1.89  -4.67  0.55  0.3189
H  -1.73  -3.38  1.74  0.3176
H  -0.60  -4.74  1.74  0.2930
C  0.75  -4.24  6.33  -1.0428
C  -0.03  -2.97  6.03  -0.3358
O  -0.99  -3.11  4.99  -0.3999
C  -2.01  -4.07  5.22  -0.2384
C  -2.86  -3.79  6.44  -1.1727
H  1.25  -4.60  5.43  0.2744
H  1.50  -4.04  7.10  0.3954
H  0.10  -5.04  6.70  0.2661
H  0.65  -2.20  5.68  0.3371
H  -0.51  -2.58  6.94  0.3130
H  -1.58  -5.08  5.26  0.3238
H  -2.64  -4.04  4.32  0.3019
H  -2.28  -3.82  7.36  0.2751
H  -3.65  -4.53  6.52  0.3917
H  -3.31  -2.80  6.37  0.3164

***

2.
Entry from the OMol25 dataset: a molecular structure, CH2LiO3Yb in a non-equilibrium geometry (the ωB97M-V functional and the def2-TZVPD basis).

Calculated values
2S+1: 2
Kohn-Sham gap (spin up / spin down), hartree: 0.3077 / 0.2246
HOMO level (spin up / spin down), eV: -18.7692 / -18.7417
Net charge: +2
<S²>: 0.77
Total energy, Ha: -1430.5877

Each line ends with the natural charge from an NBO analysis.
Atoms and positions in Å:
O  -0.32  0.92  1.61  -0.9340
C  0.55  0.10  -0.73  0.6744
O  0.49  0.51  -1.89  -0.6120
O  -0.13  -0.94  -0.37  -1.0094
H  -0.92  1.65  1.76  0.5187
Li  -0.89  -0.92  -2.32  0.9689
Yb  -0.38  -1.25  1.89  2.2900
H  1.61  -0.07  0.05  0.1035